Here is a structure of composition C26H43N4OS2Sn from the OMol25 dataset. Energies are from the ωB97M-V functional and the def2-TZVPD basis.

Each line ends with the Löwdin charge.
Atoms and positions in Å:
Sn  -2.42605  0.84780  -3.45544  0.39
C  4.92802  2.70340  -0.28264  -0.08
N  3.56949  2.67715  -0.91089  -0.30
C  3.66022  2.19195  -2.24886  -0.13
C  2.91542  3.96437  -0.90676  -0.22
C  2.68390  4.44869  0.57345  -0.19
N  1.36141  5.09490  0.75176  -0.30
C  0.92750  5.02364  2.12470  -0.11
C  1.35350  6.44261  0.18417  -0.10
H  5.54352  3.54480  -0.72466  0.10
H  5.41680  1.72843  -0.37581  0.08
H  4.79354  2.91824  0.76801  0.06
H  4.36214  2.82737  -2.80938  0.08
H  2.67037  2.33999  -2.70816  0.09
H  3.96298  1.13630  -2.25625  0.09
H  1.93314  3.91628  -1.34960  0.11
H  3.53281  4.66121  -1.50717  0.11
H  3.49663  5.13236  0.82767  0.11
H  2.67264  3.53450  1.17500  0.10
H  1.51618  5.66918  2.80599  0.09
H  0.90146  3.96476  2.44980  0.08
H  -0.08865  5.42684  2.16026  0.08
H  2.14567  7.05026  0.64692  0.08
H  0.37174  6.94320  0.34698  0.09
H  1.54042  6.34665  -0.89050  0.08
C  -3.70117  -3.76758  1.96523  -0.05
C  -2.61268  -2.71651  1.86072  -0.27
C  -1.38584  -2.88776  2.50796  -0.04
C  -0.45485  -1.87271  2.51052  -0.11
C  -0.73478  -0.69816  1.80208  -0.40
C  -1.88547  -0.60640  1.07496  -0.09
C  -2.78366  -1.66641  1.00570  -0.03
S  0.26493  0.75231  2.13243  0.89
C  0.47174  1.48050  0.50213  -0.24
O  1.61271  0.38500  2.62467  -0.53
H  -4.64855  -3.28501  1.69458  0.07
H  -3.82602  -4.18306  2.95825  0.06
H  -3.50646  -4.68453  1.29437  0.11
H  -1.19115  -3.81498  3.04422  0.12
H  0.43212  -1.97981  3.09191  0.11
H  -2.06366  0.19517  0.37551  0.08
H  -3.73092  -1.55697  0.47907  0.11
H  1.09454  0.95886  -0.19456  0.04
H  1.01419  2.42651  0.71026  0.01
H  -0.49718  1.83695  0.07916  0.07
C  -3.75226  0.63400  -2.01901  -0.57
C  -4.55724  0.42395  -0.90046  -0.48
C  -4.36821  1.04047  0.36957  -0.11
C  -5.14352  0.63856  1.43802  -0.13
C  -6.13763  -0.33405  1.27402  -0.16
C  -6.48401  -0.78508  0.00835  -0.13
C  -5.69136  -0.40725  -1.07406  -0.09
H  -3.64708  1.83548  0.49400  0.10
H  -4.97861  1.00451  2.46292  0.10
H  -6.69997  -0.60516  2.18003  0.09
H  -7.33892  -1.43225  -0.11397  0.09
H  -5.81408  -0.87150  -2.07129  0.11
C  -0.60332  -2.51918  -1.66730  -0.08
C  0.60601  -1.85827  -1.10363  -0.25
N  1.25114  -2.52711  0.01282  0.02
C  1.90442  -3.70471  -0.11825  -0.90
S  2.13577  -4.81127  1.10000  0.58
N  2.40382  -3.89543  -1.33815  0.00
C  3.17786  -5.05738  -1.80454  -0.28
C  2.34488  -6.11268  -2.48558  -0.11
H  -1.20211  -1.76288  -2.27534  0.04
H  -1.27305  -2.85809  -0.87925  0.07
H  -0.35270  -3.31164  -2.35697  0.06
H  0.32181  -0.86096  -0.65022  0.09
H  1.37679  -1.58880  -1.87644  0.13
H  0.79351  -2.48018  0.88347  0.04
H  2.13826  -3.26517  -2.03905  0.09
H  3.68954  -5.51000  -0.96330  0.06
H  4.00096  -4.76058  -2.53751  0.13
H  1.60951  -6.46363  -1.74402  0.07
H  2.96519  -6.92895  -2.84434  0.07
H  1.71200  -5.71506  -3.26827  0.06

The largest force on an atom comes out at 2.74 eV/A. The value obtained for the total energy is -63165.807 eV. The value obtained for the gap between HOMO and LUMO (alpha / beta) is 0.2041 / 0.2040 hartree. For the LUMO energy (alpha / beta), the calculation gives 2.5 / 2.5 eV. As for the net charge: -1. The energy above the lowest of the compared OMol25 structures with the same formula, charge and spin is 0.0 kJ/mol.

***

Here is a structure of composition C26H44F5N6OPSeSi3TeV from the OMol25 dataset. Energies are from the ωB97M-V functional and the def2-TZVPD basis.

Each line ends with the Löwdin charge.
Atoms and positions in Å:
V  -3.24598  -2.47599  -3.04166  0.81
C  -3.56493  -5.83517  -1.65266  -0.14
Si  -4.68465  -4.56338  -2.40614  0.51
C  -4.03417  -4.31483  -4.25356  -0.14
C  -6.44268  -5.12015  -2.49237  -0.14
C  -4.46773  -2.74094  -1.72605  -0.48
Si  -5.97998  -1.48835  -2.05041  0.48
C  -6.29364  -1.66383  -3.88994  -0.15
C  -7.37389  -2.05696  -0.96617  -0.14
C  -5.54296  0.26784  -1.65964  -0.15
Si  -3.60479  -2.62546  0.00712  0.56
C  -4.46175  -3.70320  1.24361  -0.13
C  -3.41137  -0.88776  0.61238  -0.14
C  -1.88491  -3.19997  -0.56222  -0.27
C  -0.82469  -3.60238  0.22382  -0.02
C  0.40990  -3.86690  -0.35699  0.01
C  0.57709  -3.69724  -1.72263  0.00
C  -0.49729  -3.26437  -2.46865  -0.08
N  -1.69809  -3.05107  -1.90507  -0.07
H  -3.85107  -6.80302  -2.07536  0.07
H  -3.67140  -5.91783  -0.57156  0.04
H  -2.51133  -5.67667  -1.88221  0.04
H  -3.35848  -5.14198  -4.48136  0.08
H  -3.54593  -3.45774  -4.78616  0.06
H  -4.92875  -4.41546  -4.87150  0.08
H  -6.46697  -6.07166  -3.03027  0.07
H  -7.11030  -4.42566  -2.99730  0.04
H  -6.82692  -5.30591  -1.48762  0.06
H  -6.58087  -2.66495  -4.21089  0.03
H  -5.44751  -1.32268  -4.49756  0.04
H  -7.12056  -1.00168  -4.16202  0.06
H  -7.68069  -3.09150  -1.10271  0.03
H  -8.24090  -1.42521  -1.18065  0.06
H  -7.12550  -1.90554  0.08664  0.04
H  -4.58477  0.59275  -2.06068  0.03
H  -5.58478  0.49002  -0.59523  0.04
H  -6.31627  0.87495  -2.14189  0.06
H  -5.40327  -3.23287  1.53579  0.05
H  -3.84971  -3.77309  2.14717  0.06
H  -4.68089  -4.71596  0.90971  0.03
H  -4.33933  -0.47932  1.01188  0.05
H  -3.03344  -0.22421  -0.16663  0.04
H  -2.67589  -0.90950  1.42172  0.04
H  -0.95544  -3.69782  1.29357  0.13
H  1.24083  -4.18841  0.25656  0.14
H  1.52820  -3.87080  -2.20387  0.13
H  -0.40182  -3.07315  -3.53228  0.14
Se  3.31940  2.64178  0.02145  1.37
N  4.79563  3.60366  0.75740  -0.37
C  5.43749  4.29470  -0.21750  -0.26
C  6.54253  5.15158  -0.10046  -0.01
C  7.01704  5.73353  -1.24607  0.00
C  6.43681  5.50384  -2.52600  -0.02
C  5.36587  4.68303  -2.66542  0.03
C  4.83654  4.05469  -1.49889  -0.32
N  3.78170  3.25351  -1.52671  -0.14
H  7.01629  5.34917  0.85193  0.11
H  7.87116  6.39517  -1.17897  0.13
H  6.86391  5.99597  -3.38827  0.13
H  4.89872  4.48691  -3.62021  0.14
C  5.57763  2.33631  5.04805  -0.15
N  6.58838  3.24192  4.49484  -0.13
C  6.32796  4.60770  4.96097  -0.15
N  4.97404  5.06696  4.63778  -0.13
C  3.99271  4.12483  5.18486  -0.15
N  4.20805  2.74828  4.72599  -0.13
C  3.89898  2.58098  3.31063  -0.24
P  5.05481  3.67849  2.42510  1.03
C  6.68949  3.15372  3.04230  -0.20
C  4.79043  5.30293  3.21014  -0.20
H  5.68408  2.33490  6.13186  0.15
H  5.75277  1.32369  4.68391  0.14
H  7.06164  5.29058  4.53154  0.14
H  6.44100  4.62166  6.04392  0.15
H  2.98585  4.44718  4.91899  0.14
H  4.08278  4.13697  6.27000  0.15
H  2.85864  2.84174  3.09967  0.10
H  4.05089  1.54292  3.00311  0.12
H  7.48300  3.80467  2.67218  0.11
H  6.90542  2.13139  2.72465  0.12
H  3.78102  5.66201  2.99773  0.12
H  5.50509  6.04152  2.84276  0.11
F  1.38235  1.32523  1.66016  -0.59
Te  0.35252  0.51595  0.19675  1.94
F  -0.21845  -0.86153  1.41130  -0.50
F  1.90528  -0.51902  0.05451  -0.44
F  -0.22701  -0.68136  -1.25054  -0.52
F  1.54568  1.73431  -0.99448  -0.66
O  -3.06780  -0.95747  -3.25900  -0.20

The largest force on an atom comes out at 0.72 eV/A. The value obtained for the total energy is -183479.286 eV. The value obtained for the gap between HOMO and LUMO is 0.2359 hartree. For the LUMO energy, the calculation gives -9.0 eV. As for the net charge: +3. The energy above the lowest of the compared OMol25 structures with the same formula, charge and spin is 7.1 kJ/mol.

***

Here is a structure of composition C26H45AsNO9P2Si2Ta from the OMol25 dataset. Energies are from the ωB97M-V functional and the def2-TZVPD basis.

Each line ends with the Löwdin charge.
Atoms and positions in Å:
Ta  0.42387  0.54846  0.82699  1.58
C  1.89720  -3.62601  1.31803  0.03
C  2.00577  -2.14588  1.17715  -0.29
O  0.92971  -1.49890  1.13022  -0.14
C  3.28988  -1.49416  1.09040  -0.10
C  4.47399  -2.24375  0.96020  0.01
C  5.69952  -1.62107  0.93160  -0.04
C  5.76875  -0.23412  1.06784  -0.01
C  4.62457  0.52921  1.20409  0.01
C  3.38394  -0.09401  1.19247  -0.29
O  2.28759  0.66717  1.31152  -0.27
H  0.87491  -3.89546  1.56746  0.09
H  2.57501  -4.00295  2.08179  0.11
H  2.17157  -4.09687  0.37029  0.12
H  4.42023  -3.31986  0.87415  0.12
H  6.60396  -2.20140  0.81940  0.12
H  6.73474  0.25392  1.06574  0.13
H  4.66832  1.60455  1.31500  0.12
N  -0.36866  3.75457  4.70756  0.19
C  0.29828  2.73104  3.80576  -0.49
C  1.50555  2.13558  4.52558  -0.05
P  -1.00759  1.43965  3.54269  0.36
O  -1.94808  2.06515  2.39570  -0.15
O  -1.75842  1.28865  4.79452  -0.24
O  -0.25333  0.31254  2.81931  -0.37
P  0.65212  3.59368  2.21746  0.40
O  2.20824  3.91030  2.23952  -0.09
O  -0.21949  4.77633  2.16343  -0.24
O  0.49055  2.49353  1.12682  -0.45
H  -1.08249  3.26595  5.27082  0.15
H  -0.78711  4.48403  4.10413  0.14
H  0.30495  4.19892  5.33300  0.17
H  1.20845  1.71532  5.48813  0.10
H  2.27695  2.89145  4.67517  0.09
H  1.93552  1.33254  3.92879  0.08
H  -2.80579  2.37160  2.71491  0.11
H  2.40677  4.83945  2.05587  0.11
C  -7.04162  -3.53374  -0.71524  -0.02
C  -5.67488  -2.99263  -0.44800  -0.20
C  -4.57285  -3.84450  -0.36298  0.02
C  -3.30887  -3.36649  -0.09685  -0.17
C  -2.16925  -4.34848  -0.02454  -0.03
C  -3.13255  -1.96399  0.09259  -0.11
C  -1.80692  -1.52529  0.29116  -0.12
O  -1.40972  -0.33498  0.45173  -0.23
C  -4.25469  -1.08327  0.01284  -0.17
C  -4.13374  0.39492  0.22809  -0.02
C  -5.49172  -1.62060  -0.25535  0.02
H  -7.00706  -4.55215  -1.09483  0.09
H  -7.57854  -2.90439  -1.42434  0.10
H  -7.61929  -3.53720  0.21246  0.11
H  -4.71906  -4.90734  -0.50821  0.13
H  -2.55360  -5.36317  -0.09023  0.09
H  -1.61602  -4.26933  0.91234  0.08
H  -1.46773  -4.20960  -0.85026  0.10
H  -1.02051  -2.27862  0.27473  0.11
H  -3.41920  0.85356  -0.45431  0.08
H  -3.77544  0.58873  1.23690  0.08
H  -5.10222  0.87350  0.09843  0.10
H  -6.35052  -0.96357  -0.32029  0.13
C  -1.26310  2.01694  -3.92036  -0.20
Si  -0.72015  0.28878  -3.47048  0.29
C  -2.18685  -0.72398  -2.91888  -0.20
C  0.19946  -0.59378  -4.83665  -0.21
As  0.78988  0.49822  -1.63627  0.80
Si  2.79933  1.61024  -2.32107  0.30
C  2.49858  2.44988  -3.95732  -0.20
C  3.19801  2.87900  -1.01266  -0.21
C  4.11876  0.29873  -2.50700  -0.21
H  -1.55437  2.04967  -4.97299  0.05
H  -0.48143  2.76022  -3.76886  0.01
H  -2.12744  2.31384  -3.32411  0.04
H  -2.89101  -0.78109  -3.75355  0.06
H  -2.71043  -0.26059  -2.08178  0.00
H  -1.91533  -1.74696  -2.65145  0.04
H  -0.52211  -1.13391  -5.45472  0.04
H  0.91671  -1.32144  -4.45555  0.03
H  0.72785  0.09917  -5.49100  0.03
H  1.82020  3.29883  -3.87733  0.03
H  2.12359  1.76711  -4.71899  0.02
H  3.45876  2.83307  -4.31498  0.05
H  2.42405  3.64918  -0.98963  0.04
H  4.14850  3.36108  -1.25719  0.05
H  3.27772  2.44740  -0.01388  -0.02
H  4.13271  -0.07471  -3.53264  0.04
H  3.97225  -0.55262  -1.84323  0.01
H  5.10194  0.72720  -2.29679  0.04

The largest force on an atom comes out at 1.13 eV/A. The value obtained for the total energy is -144332.284 eV. The value obtained for the gap between HOMO and LUMO is 0.2426 hartree. For the LUMO energy, the calculation gives -6.4 eV. As for the net charge: +2. The energy above the lowest of the compared OMol25 structures with the same formula, charge and spin is 0.0 kJ/mol.

***

Which of these has the highest energy above the lowest of the compared OMol25 structures with the same formula, charge and spin? C26H44F5N6OPSeSi3TeV